DFT (ωB97M-V with the def2-TZVPD basis set) results for a cluster of 3 separate species, C3H12O2S2 in total in a non-equilibrium geometry.

The multiplicity is 1. For the relative energy (zero: lowest compared OMol25 entry of this formula, charge and spin), the calculation gives 2.0535 eV. The calculation puts the HOMO-LUMO gap at 8.284 eV. For the total energy, the calculation gives -29069.6173 eV. For the molecular weight, the calculation gives 144.3 g/mol.

Last column: Löwdin charge in e.
Atoms and positions in Å:
C: 0.347 -0.877 -0.598  -0.3647
C: 1.501 -0.845 -1.560  -0.1282
C: -0.066 0.480 -0.061  -0.5216
S: -1.369 0.405 1.283  0.3818
S: -2.897 -0.412 0.213  0.2951
H: -0.623 -1.302 -0.948  0.0656
H: 0.644 -1.607 0.165  0.1082
H: 1.203 -0.222 -2.392  0.0543
H: 1.658 -1.919 -1.979  0.1002
H: 2.557 -0.552 -1.204  0.1004
H: 0.613 1.042 0.511  0.0437
H: -0.671 1.019 -0.773  0.0513
H: -2.138 -0.449 -0.924  -0.1880
H: -1.582 -0.020 -4.977  0.0108
H: -1.234 1.334 -5.442  0.0704
O: -0.957 0.658 -4.753  -0.0794
H: 6.591 -0.416 4.189  0.1029
H: 6.744 1.150 3.900  0.0663
O: 6.432 0.531 4.659  -0.1692